# 1
ORCA calculation (ωB97M-V/def2-TZVPD) on a 3-piece molecular cluster, C6H16N4 overall.

The calculated total energy comes out at -457.05723 Ha. As for the energy above the lowest of the compared OMol25 structures with the same formula, charge and spin: 403.88 kJ/mol. The HOMO-LUMO gap comes out at 0.2560 hartree.

ORCA input file:
```
! RIJCOSX wB97M-V def2-TZVPD def2/J DEFGRID3
* xyz 0 1
C -1.62 -0.52 0.29
C -1.29 -1.29 -0.96
C -2.26 -1.32 1.39
C 0.39 -0.13 1.31
N -2.11 0.72 0.10
H -2.43 1.18 0.95
H -1.51 1.37 -0.48
H -0.78 -0.66 -1.69
H -2.23 -1.65 -1.41
H -0.68 -2.15 -0.73
H -2.23 -0.77 2.33
H -3.31 -1.52 1.15
H -1.76 -2.28 1.52
H 0.36 -1.15 1.70
H -0.12 0.62 1.91
H 1.43 0.19 1.32
C 2.73 -0.38 -0.94
C 2.15 1.00 -0.83
N 0.72 1.02 -0.99
N 0.03 2.07 -0.86
N 2.91 2.01 -0.85
H 0.54 2.87 -0.43
H 2.42 2.91 -0.86
H 1.96 -1.14 -0.85
H 3.48 -0.52 -0.17
H 3.21 -0.49 -1.92
*
```



# 2
ORCA calculation (ωB97M-V/def2-TZVPD) on an isolated ion of composition C6H16N4 and charge +2.

The calculated total energy comes out at -456.64775 Ha. The SMILES is C[NH2+][C@@H](C)[C@@H]1NC=[NH+][C@H]1N. As for the energy above the lowest of the compared OMol25 structures with the same formula, charge and spin: 0.00 kJ/mol. The HOMO-LUMO gap comes out at 0.4013 hartree.

ORCA input file:
```
! RIJCOSX wB97M-V def2-TZVPD def2/J DEFGRID3
* xyz 2 1
C 2.83 0.88 -0.54
N 1.61 0.63 0.27
C 0.79 -0.54 -0.18
C 1.44 -1.85 0.22
C -0.60 -0.39 0.45
N -1.54 -1.45 0.19
C -2.70 -1.03 -0.25
N -2.80 0.25 -0.47
C -1.55 1.01 -0.28
N -1.51 2.10 0.57
H 2.55 1.10 -1.57
H 3.38 1.73 -0.14
H 3.49 0.02 -0.52
H 1.89 0.47 1.25
H 1.03 1.48 0.26
H 0.72 -0.49 -1.28
H 1.37 -2.03 1.29
H 2.50 -1.87 -0.05
H 0.98 -2.69 -0.30
H -0.51 -0.19 1.53
H -1.36 -2.40 0.48
H -3.53 -1.71 -0.41
H -3.63 0.70 -0.84
H -1.11 1.24 -1.25
H -1.67 3.00 0.14
H -2.06 2.02 1.42
*
```



# 3
ORCA calculation (ωB97M-V/def2-TZVPD) on an isolated ion of composition C6H16N4O2 and charge +2.

The calculated total energy comes out at -606.91977 Ha. As for the energy above the lowest of the compared OMol25 structures with the same formula, charge and spin: 679.19 kJ/mol. The HOMO-LUMO gap comes out at 0.3458 hartree.

ORCA input file:
```
! RIJCOSX wB97M-V def2-TZVPD def2/J DEFGRID3
* xyz 2 1
C -0.10 1.49 -0.41
C -1.27 0.55 -0.48
C -0.11 -1.38 0.40
C 0.81 1.61 -1.69
C 2.35 -0.96 0.50
C 1.00 -0.58 1.05
N -0.86 -0.84 -0.54
N -1.60 -1.61 -1.38
N -2.17 0.71 0.78
N -1.71 0.00 1.84
O -0.48 2.64 0.16
O 0.71 0.83 0.82
H -2.05 0.88 -1.33
H -0.06 -2.52 0.41
H 1.84 1.86 -1.40
H 0.20 2.24 -2.25
H 1.00 0.71 -2.13
H 2.47 -2.05 0.57
H 3.21 -0.33 0.93
H 2.59 -0.90 -0.62
H 0.88 -0.87 2.05
H -1.24 -2.54 -1.47
H -2.02 -1.23 -2.21
H -1.38 2.78 0.47
H -3.07 0.61 0.41
H -2.04 -0.91 2.05
H -1.49 0.53 2.70
H 1.56 1.41 0.98
*
```



# 4
ORCA calculation (ωB97M-V/def2-TZVPD) on a 2-piece molecular cluster, C6H16N4O3 overall.

The calculated total energy comes out at -682.78405 Ha. The SMILES is NCCC[C@H](N)C(=O)O.N/C=[NH+]/[O-]. The HOMO-LUMO gap (spin up / spin down) comes out at 0.2907 / 0.3260 hartree.

ORCA input file:
```
! RIJCOSX wB97M-V def2-TZVPD def2/J DEFGRID3
* xyz 0 1
N -0.22 -2.35 -1.00
C -0.30 -0.95 -1.26
C 1.04 -0.21 -0.91
C 1.25 0.12 0.51
C 2.57 0.85 0.71
N 2.78 1.95 -0.19
C 3.73 -0.21 0.64
O 3.82 -1.16 1.36
O 4.70 0.13 -0.27
H -0.09 -2.38 0.06
H 0.58 -2.83 -1.34
H -0.37 -0.78 -2.31
H -1.05 -0.37 -0.68
H 1.86 -0.71 -1.48
H 1.08 0.73 -1.50
H 1.31 -0.71 1.14
H 0.50 0.74 0.86
H 2.56 1.21 1.76
H 3.46 2.66 0.01
H 1.86 2.24 -0.48
H 4.45 0.89 -0.80
N -5.54 -0.33 0.70
C -4.27 -0.46 0.96
N -3.50 0.94 0.54
O -2.31 1.33 0.86
H -5.91 -1.13 0.26
H -6.06 0.55 0.55
H -3.65 -1.34 0.98
H -4.30 1.59 0.35
*
```



# 5
ORCA calculation (ωB97M-V/def2-TZVPD) on a 2-piece molecular cluster, C6H16NO overall.

The calculated total energy comes out at -367.86859 Ha. As for the energy above the lowest of the compared OMol25 structures with the same formula, charge and spin: 298.94 kJ/mol. The HOMO-LUMO gap comes out at 0.3300 hartree.

ORCA input file:
```
! RIJCOSX wB97M-V def2-TZVPD def2/J DEFGRID3
* xyz 1 1
C 1.02 0.20 1.58
C -0.18 0.79 0.84
C 0.23 1.11 -0.59
C -0.64 0.98 -1.62
C -2.13 0.82 -1.72
C 1.68 1.20 -0.93
N 1.21 -1.28 1.02
H 0.78 0.16 2.67
H 2.03 0.77 1.61
H -1.10 0.21 0.74
H -0.50 1.68 1.50
H -0.36 1.18 -2.65
H -2.74 -0.12 -1.26
H -2.96 1.41 -1.20
H -2.47 1.00 -2.74
H 2.10 2.19 -0.50
H 1.95 1.45 -1.98
H 2.15 0.32 -0.60
H 0.51 -1.59 0.36
H 2.07 -1.55 0.48
H 1.16 -2.02 1.79
H -1.37 -3.36 0.34
H -1.55 -2.79 1.76
O -0.92 -2.78 1.10
*
```



# 6
ORCA calculation (ωB97M-V/def2-TZVPD) on a 2-piece molecular cluster, C6H16NO overall.

The calculated total energy comes out at -367.80900 Ha. As for the energy above the lowest of the compared OMol25 structures with the same formula, charge and spin: 455.38 kJ/mol. The HOMO-LUMO gap comes out at 0.1841 hartree.

ORCA input file:
```
! RIJCOSX wB97M-V def2-TZVPD def2/J DEFGRID3
* xyz 1 1
C -0.85 0.67 -1.14
O -1.28 -0.46 -0.37
C 0.59 0.61 -1.53
C 1.61 0.51 -0.41
C 1.16 1.46 0.77
C 1.76 -0.90 0.23
C 2.82 -0.85 1.37
N -4.70 -0.85 0.61
H -1.42 0.75 -2.09
H -1.16 1.51 -0.47
H -0.87 -1.31 -0.77
H 0.96 0.85 -2.56
H 2.57 0.85 -0.71
H 1.98 1.44 1.45
H 0.19 1.00 0.96
H 1.09 2.52 0.50
H 2.18 -1.59 -0.50
H 0.84 -1.37 0.46
H 3.27 -1.81 1.62
H 3.60 -0.18 0.97
H 2.52 -0.31 2.26
H -4.56 0.10 0.29
H -5.10 -0.70 1.53
H -5.42 -1.31 0.04
*
```



# 7
ORCA calculation (ωB97M-V/def2-TZVPD) on a 2-piece molecular cluster, C6H16NO overall.

The calculated total energy comes out at -367.95076 Ha. As for the energy above the lowest of the compared OMol25 structures with the same formula, charge and spin: 83.18 kJ/mol. The HOMO-LUMO gap comes out at 0.3464 hartree.

ORCA input file:
```
! RIJCOSX wB97M-V def2-TZVPD def2/J DEFGRID3
* xyz 1 1
C 0.37 0.17 1.39
C -0.35 0.51 0.06
C 0.53 0.20 -1.13
C 0.84 1.11 -2.04
C 0.72 2.60 -1.96
C 0.53 -1.28 -1.56
N 0.25 -1.32 1.66
H -0.12 0.68 2.21
H 1.43 0.37 1.30
H -1.27 -0.08 0.06
H -0.53 1.58 0.12
H 1.36 0.77 -2.93
H 0.07 2.92 -1.15
H 1.68 3.08 -1.72
H 0.43 2.99 -2.93
H -0.45 -1.72 -1.38
H 1.32 -1.86 -1.08
H 0.61 -1.34 -2.63
H 0.46 -1.83 0.79
H 0.93 -1.60 2.36
H -0.73 -1.54 1.88
H -2.47 -1.07 3.54
H -3.18 -1.95 2.46
O -2.43 -1.38 2.63
*
```



# 8
ORCA calculation (ωB97M-V/def2-TZVPD) on a 2-piece molecular cluster, C6H16NO overall.

The calculated total energy comes out at -367.81017 Ha. As for the energy above the lowest of the compared OMol25 structures with the same formula, charge and spin: 452.31 kJ/mol. The HOMO-LUMO gap comes out at 0.1848 hartree.

ORCA input file:
```
! RIJCOSX wB97M-V def2-TZVPD def2/J DEFGRID3
* xyz 1 1
C -1.13 -0.44 -1.52
O -2.29 -0.79 -0.72
C 0.03 -0.66 -0.67
C 0.28 0.13 0.53
C 1.47 1.09 0.68
C 2.78 0.86 -0.06
C 3.35 -0.55 0.02
N -4.75 -0.02 0.78
H -1.32 0.58 -1.84
H -1.07 -1.06 -2.42
H -2.09 -1.58 -0.23
H 0.84 -1.23 -1.12
H 0.05 -0.46 1.44
H -0.64 0.72 0.70
H 1.56 1.34 1.74
H 1.05 2.05 0.33
H 2.55 1.01 -1.13
H 3.50 1.62 0.23
H 3.53 -0.86 1.05
H 2.67 -1.32 -0.37
H 4.27 -0.54 -0.56
H -4.93 0.95 0.94
H -5.61 -0.52 0.72
H -4.09 -0.30 1.47
*
```



# 9
ORCA calculation (ωB97M-V/def2-TZVPD) on an isolated ion of composition C6H16NO and charge +1.

The calculated total energy comes out at -367.95488 Ha. The SMILES is CCCC[C@@H]([NH3+])CO. As for the energy above the lowest of the compared OMol25 structures with the same formula, charge and spin: 72.38 kJ/mol. The HOMO-LUMO gap comes out at 0.4198 hartree.

ORCA input file:
```
! RIJCOSX wB97M-V def2-TZVPD def2/J DEFGRID3
* xyz 1 1
C -0.12 0.80 2.76
C -0.86 -0.17 1.84
C -0.01 -1.18 1.09
C 1.00 -0.55 0.09
C 0.23 0.28 -0.90
N 1.24 0.82 -1.94
C -0.83 -0.45 -1.70
O -1.14 0.43 -2.81
H 0.56 0.30 3.45
H 0.53 1.52 2.25
H -0.82 1.34 3.40
H -1.44 0.48 1.17
H -1.64 -0.65 2.42
H 0.57 -1.79 1.78
H -0.72 -1.90 0.67
H 1.67 0.01 0.67
H 1.45 -1.40 -0.43
H -0.19 1.20 -0.51
H 2.03 1.30 -1.50
H 1.50 0.07 -2.53
H 0.85 1.52 -2.58
H -0.42 -1.37 -2.14
H -1.73 -0.58 -1.12
H -1.70 -0.03 -3.44
*
```



# 10
ORCA calculation (ωB97M-V/def2-TZVPD) on an isolated ion of composition C6H16NO and charge +1.

The calculated total energy comes out at -367.91448 Ha. The SMILES is CC(C)C[C@H]([NH3+])CO. As for the energy above the lowest of the compared OMol25 structures with the same formula, charge and spin: 178.45 kJ/mol. The HOMO-LUMO gap comes out at 0.4172 hartree.

ORCA input file:
```
! RIJCOSX wB97M-V def2-TZVPD def2/J DEFGRID3
* xyz 1 1
C -0.91 -1.99 -1.56
C -0.97 -1.27 -0.21
C -2.39 -1.30 0.40
C -0.44 0.18 -0.24
C 0.97 0.61 0.22
N 0.99 0.82 1.72
C 1.57 1.80 -0.46
O 2.62 2.26 0.46
H -0.95 -3.04 -1.33
H -1.63 -1.58 -2.26
H 0.05 -1.80 -2.08
H -0.24 -1.72 0.52
H -3.23 -1.08 -0.26
H -2.47 -2.37 0.63
H -2.44 -0.58 1.23
H -0.54 0.64 -1.24
H -1.14 0.90 0.30
H 1.80 -0.08 -0.11
H 1.38 1.76 1.89
H 0.06 0.60 2.10
H 1.69 0.29 2.24
H 0.92 2.73 -0.40
H 1.91 1.78 -1.50
H 3.40 2.43 -0.07
*
```



# 11
ORCA calculation (ωB97M-V/def2-TZVPD) on a 2-piece molecular cluster, C6H16NO overall.

The calculated total energy comes out at -367.45801 Ha. As for the energy above the lowest of the compared OMol25 structures with the same formula, charge and spin: 149.27 kJ/mol. The HOMO-LUMO gap (spin up / spin down) comes out at 0.3980 / 0.2665 hartree.

ORCA input file:
```
! RIJCOSX wB97M-V def2-TZVPD def2/J DEFGRID3
* xyz 2 2
C -1.85 0.69 0.14
C -1.50 -0.79 -0.01
C -0.86 -1.06 -1.49
C 2.67 0.50 -1.21
C 1.23 0.36 -1.54
C 0.61 -0.89 -1.38
N -0.78 1.23 1.17
H -1.72 1.29 -0.75
H -2.85 0.77 0.58
H -0.96 -1.17 0.87
H -2.37 -1.50 0.04
H -1.09 -2.06 -1.90
H -1.29 -0.23 -2.04
H 3.23 -0.35 -1.61
H 3.15 1.33 -1.70
H 2.90 0.59 -0.12
H 0.78 1.32 -1.70
H 1.23 -1.63 -0.88
H -1.10 0.95 2.09
H -0.80 2.25 1.11
H 0.10 0.81 0.88
H 0.00 -0.20 3.83
H 0.70 -1.17 2.75
O 0.45 -0.27 2.98
*
```



# 12
ORCA calculation (ωB97M-V/def2-TZVPD) on a 2-piece molecular cluster, C6H16NS overall.

The calculated total energy comes out at -691.07129 Ha. As for the energy above the lowest of the compared OMol25 structures with the same formula, charge and spin: 51.98 kJ/mol. The HOMO-LUMO gap (spin up / spin down) comes out at 0.2443 / 0.3623 hartree.

ORCA input file:
```
! RIJCOSX wB97M-V def2-TZVPD def2/J DEFGRID3
* xyz 0 2
C 2.22 -1.46 -2.06
C 2.18 -1.64 -0.55
C 0.28 -2.13 1.00
N 0.96 -2.31 -0.15
H 2.18 -2.43 -2.55
H 1.39 -0.84 -2.38
H 3.15 -0.95 -2.34
H 3.05 -2.22 -0.21
H 2.21 -0.67 -0.04
H -0.63 -2.69 1.16
H 0.60 -1.39 1.71
H 0.61 -2.94 -0.85
C 1.04 2.38 -0.06
C -0.20 1.50 -0.20
C -1.28 1.91 0.79
S -2.67 0.73 0.69
H 1.82 2.11 -0.77
H 1.47 2.27 0.94
H 0.79 3.43 -0.22
H -0.61 1.55 -1.22
H 0.05 0.46 -0.03
H -1.63 2.92 0.58
H -0.87 1.89 1.80
H -3.40 1.22 1.70
*
```